# C42H45AsGeN2O3S4SbSeW

A structure of composition C42H45AsGeN2O3S4SbSeW (ωB97M-V/def2-TZVPD, the Open Molecules 2025 dataset).

Geometry as XYZ:
```
101
Properties=species:S:1:pos:R:3:lowdin_spin:R:1
W -1.238 -0.443 -0.730 0.753
C -0.623 1.743 -4.129 0.004
O -0.498 0.539 -3.397 0.028
C -0.155 -0.580 -4.068 0.005
C 0.498 -0.552 -5.294 0.001
C 0.835 -1.734 -5.940 0.006
C 0.510 -2.944 -5.359 0.001
C -0.145 -2.975 -4.135 0.007
C -0.485 -1.807 -3.464 0.010
N -1.168 -1.844 -2.203 0.099
N -1.395 -3.098 -1.819 0.263
C -2.014 -3.468 -0.677 0.021
C -2.585 -2.676 0.355 0.124
O -2.637 -1.351 0.287 0.084
C -3.114 -3.264 1.524 -0.005
C -3.129 -4.610 1.702 0.115
C -2.605 -5.471 0.693 0.009
C -2.625 -6.873 0.864 0.015
C -2.100 -7.709 -0.082 -0.007
C -1.535 -7.161 -1.247 0.020
C -1.513 -5.805 -1.438 -0.006
C -2.052 -4.917 -0.478 0.032
H -1.255 1.588 -5.007 0.001
H 0.358 2.124 -4.431 0.000
H -1.088 2.456 -3.455 0.002
H 0.745 0.398 -5.747 0.000
H 1.347 -1.697 -6.893 0.000
H 0.755 -3.875 -5.854 0.000
H -0.412 -3.915 -3.683 0.002
H -3.511 -2.589 2.273 -0.003
H -3.535 -5.042 2.609 0.007
H -3.066 -7.275 1.770 0.000
H -2.120 -8.783 0.061 -0.001
H -1.109 -7.815 -1.999 0.002
H -1.080 -5.388 -2.333 0.000
S -3.997 3.288 0.129 0.060
As -2.840 1.572 -0.119 0.063
S -0.747 1.991 -0.798 0.070
S -3.152 0.500 -2.222 0.007
S -4.241 -1.232 -2.237 -0.013
C 1.943 -1.940 -0.756 0.011
C 0.771 -1.042 -0.471 0.111
O -0.099 -1.789 0.191 0.070
H 2.452 -2.160 0.187 0.002
H 2.657 -1.512 -1.455 0.000
H 1.553 -2.877 -1.161 0.003
C -4.256 1.037 5.330 0.000
C -2.930 1.171 5.728 0.000
C -1.907 0.969 4.816 0.000
C -2.190 0.637 3.491 -0.002
C -3.517 0.488 3.107 0.004
C -4.548 0.691 4.022 0.000
Sb -0.575 0.423 2.094 0.007
C 0.062 2.401 2.537 0.000
C -0.884 3.423 2.561 0.000
C -0.485 4.746 2.684 0.000
C 0.862 5.065 2.790 0.000
C 1.814 4.057 2.759 0.000
C 1.414 2.733 2.618 0.000
C 0.581 -0.782 3.433 0.004
C 0.376 -2.161 3.355 0.001
C 1.039 -3.020 4.221 0.000
C 1.921 -2.514 5.165 0.000
C 2.139 -1.146 5.242 0.000
C 1.473 -0.283 4.380 0.001
H -5.056 1.210 6.040 0.000
H -2.694 1.441 6.751 0.000
H -0.877 1.081 5.140 0.000
H -3.767 0.220 2.088 0.003
H -5.576 0.586 3.698 0.000
H -1.941 3.204 2.461 0.000
H -1.234 5.528 2.682 0.000
H 1.171 6.100 2.882 0.000
H 2.868 4.299 2.830 0.000
H 2.171 1.959 2.563 0.000
H -0.303 -2.570 2.615 0.001
H 0.862 -4.087 4.156 0.000
H 2.437 -3.185 5.841 0.000
H 2.827 -0.746 5.978 0.000
H 1.642 0.784 4.460 0.000
C 1.700 4.860 -4.072 0.000
Ge 3.136 4.278 -2.889 0.000
C 2.684 4.795 -1.069 0.000
C 4.798 5.165 -3.430 0.000
C 3.449 2.361 -3.135 0.001
Se 2.271 1.209 -2.081 0.002
C 3.221 1.409 -0.396 0.001
H 1.704 5.949 -4.149 0.000
H 0.732 4.554 -3.673 0.000
H 1.813 4.446 -5.075 0.000
H 2.397 5.848 -1.060 0.000
H 3.522 4.665 -0.384 0.000
H 1.835 4.212 -0.705 0.000
H 4.711 6.251 -3.355 0.000
H 5.046 4.915 -4.464 0.000
H 5.626 4.846 -2.794 0.000
H 4.485 2.086 -2.929 0.000
H 3.253 2.108 -4.179 0.000
H 3.244 2.453 -0.097 0.000
H 4.232 1.015 -0.486 0.000
H 2.665 0.833 0.342 0.001
```

Calculated values
total charge = -1
gap between HOMO and LUMO (spin up / spin down) = 0.1903 / 0.1801 hartree
E_HOMO (spin up / spin down) = -3.700 / -3.825 eV
multiplicity = 3
calculated total energy = -287810.9036 eV
LUMO energy (spin up / spin down) = 1.5 / 1.1 eV
energy relative to the best compared isomer or geometry (same formula, charge and spin) = 91.7 kcal per mole

***

# C4H13NS

A cluster of 2 separate species, C4H13NS in total (ωB97M-V/def2-TZVPD, the Open Molecules 2025 dataset).

Geometry as XYZ:
```
19
Properties=species:S:1:pos:R:3:nbo_charge:R:1
C 2.440 -1.047 -0.598 -0.624
C 3.033 -0.178 0.505 -0.497
S 1.943 -0.263 1.967 -0.060
H 2.678 -2.088 -0.417 0.208
H 1.353 -0.937 -0.668 0.224
H 2.829 -0.732 -1.560 0.214
H 4.033 -0.508 0.775 0.208
H 3.028 0.865 0.221 0.211
C -2.768 0.865 -1.241 -0.614
C -2.480 -0.127 -0.132 -0.216
N -1.427 0.372 0.762 -0.824
H -3.574 0.497 -1.874 0.211
H -1.882 0.945 -1.864 0.209
H -2.972 1.878 -0.874 0.198
H -2.083 -1.026 -0.621 0.177
H -3.390 -0.477 0.378 0.160
H 2.341 0.874 2.541 0.117
H -1.700 1.291 1.102 0.342
H -1.403 -0.202 1.599 0.356
```

Calculated values
SMILES string = CCN.CCS
gap between HOMO and LUMO = 0.3527 hartree
E_HOMO = -8.636 eV
calculated total energy = -16683.8054 eV
LUMO energy = 1.0 eV
energy relative to the best compared isomer or geometry (same formula, charge and spin) = 6.6 kcal per mole

***

# C2H8OS2

A cluster of 2 separate species, C2H8OS2 in total (ωB97M-V/def2-TZVPD, the Open Molecules 2025 dataset).

Geometry as XYZ:
```
13
Properties=species:S:1:pos:R:3:nbo_charge:R:1
S 0.457 1.484 1.331 -0.119
S -1.344 0.403 1.803 -0.157
H 1.179 0.568 1.968 0.137
H -0.914 -0.885 1.547 0.143
C 0.110 -1.427 -1.888 -0.071
O 1.419 -1.750 -1.319 -0.724
C 0.062 -0.313 -2.847 -0.652
H -0.321 -2.414 -2.328 0.160
H -0.405 -1.068 -0.980 0.181
H 1.989 -1.900 -2.149 0.454
H 0.418 -0.480 -3.936 0.199
H -0.969 0.042 -2.847 0.226
H 0.817 0.374 -2.461 0.224
```

Calculated values
SMILES string = CCO.SS
gap between HOMO and LUMO = 0.3305 hartree
E_HOMO = -8.923 eV
calculated total energy = -25920.5336 eV
LUMO energy = 0.1 eV
energy relative to the best compared isomer or geometry (same formula, charge and spin) = 32.3 kcal per mole

***

# C25H23FN4O3S

An isolated molecule of C25H23FN4O3S (ωB97M-V/def2-TZVPD, the Open Molecules 2025 dataset).

Geometry as XYZ:
```
57
Properties=species:S:1:pos:R:3:nbo_charge:R:1
C -8.242 -2.939 -0.442 -0.617
C -6.802 -2.546 -0.730 -0.063
O -6.454 -1.509 0.168 -0.494
C -5.210 -0.980 0.122 0.330
C -4.203 -1.375 -0.755 -0.328
C -2.966 -0.757 -0.713 -0.114
C -2.720 0.251 0.204 0.072
C -3.715 0.645 1.091 -0.162
C -4.949 0.038 1.044 -0.255
H -5.736 0.332 1.719 0.228
H -3.523 1.427 1.809 0.234
N -1.443 0.870 0.241 -0.464
C -0.267 0.195 0.320 0.712
O -0.122 -1.007 0.388 -0.604
C 0.841 1.242 0.348 -0.128
N 0.087 2.472 0.328 -0.401
C -1.236 2.250 0.229 0.288
S -2.398 3.388 0.075 -0.160
C 0.678 3.792 0.357 -0.258
C 2.051 3.775 -0.260 0.190
N 3.063 3.875 0.590 -0.435
C 4.295 3.804 0.124 0.067
C 4.586 3.628 -1.221 -0.250
C 3.530 3.536 -2.114 -0.161
C 2.234 3.613 -1.628 -0.259
H 1.382 3.546 -2.290 0.223
H 3.710 3.405 -3.171 0.220
H 5.607 3.563 -1.559 0.224
H 5.078 3.881 0.865 0.203
H 0.001 4.460 -0.184 0.253
H 0.762 4.143 1.392 0.226
C 1.771 1.088 1.566 -0.514
H 2.136 2.071 1.866 0.270
C 3.003 0.244 1.221 0.688
O 4.120 0.710 1.257 -0.610
N 2.685 -1.025 0.871 -0.625
C 3.541 -2.065 0.495 0.137
C 4.929 -1.953 0.512 -0.233
C 5.713 -3.027 0.136 -0.254
C 5.105 -4.206 -0.252 0.370
C 3.728 -4.340 -0.277 -0.269
C 2.949 -3.265 0.099 -0.215
H 1.872 -3.347 0.088 0.219
H 3.284 -5.274 -0.584 0.230
F 5.873 -5.256 -0.620 -0.328
H 6.789 -2.956 0.145 0.228
H 5.385 -1.027 0.817 0.258
H 1.694 -1.262 0.816 0.434
H 1.234 0.635 2.401 0.232
H 1.445 1.160 -0.569 0.240
H -2.189 -1.065 -1.396 0.216
H -4.368 -2.158 -1.477 0.222
H -6.137 -3.409 -0.586 0.173
H -6.704 -2.194 -1.767 0.173
H -8.334 -3.282 0.585 0.215
H -8.895 -2.082 -0.579 0.215
H -8.550 -3.735 -1.114 0.214
```

Calculated values
SMILES string = CCOc1ccc(N2C(=O)[C@H](CC(=O)Nc3ccc(F)cc3)N(Cc3ccccn3)C2=S)cc1
gap between HOMO and LUMO = 0.3241 hartree
E_HOMO = -8.366 eV
calculated total energy = -51955.5575 eV
LUMO energy = 0.5 eV
energy relative to the best compared isomer or geometry (same formula, charge and spin) = 3.6 kcal per mole